# C55H61IN12PdS3

C55H61IN12PdS3 as an isolated structure (the ωB97M-V functional and the def2-TZVPD basis, the OMol25 dataset).

XYZ file:
```
133
Properties=species:S:1:pos:R:3:forces:R:3
Pd -0.961613 -1.393965 0.508329 -1.178 -2.179 -0.344
N 0.573867 0.327242 1.474843 0.637 0.548 0.324
S 0.739529 2.014771 1.662421 -1.646 -0.971 -0.270
N -0.121187 2.627728 0.430387 0.054 0.861 -0.323
S 0.635861 2.979183 -0.930107 -0.245 -0.449 0.120
N 0.894405 1.720766 -1.828221 0.403 0.270 -0.332
S -0.277400 0.636992 -2.255203 -0.082 -0.108 0.922
N -0.949003 -0.105437 -1.149130 0.051 -0.406 -0.008
C 0.735501 -0.457517 -3.278321 -0.264 0.403 0.059
C 1.256402 -1.568677 -2.633685 -0.179 -0.049 0.439
C 2.117585 -2.410709 -3.316179 -0.065 0.105 -0.003
C 2.440472 -2.140487 -4.638363 0.016 0.017 -0.024
C 1.889076 -1.043616 -5.281505 -0.043 0.060 0.013
C 1.029476 -0.190262 -4.602902 -0.018 0.065 -0.077
C -1.522430 1.556033 -3.184123 0.375 -0.467 0.128
C -2.827365 1.391203 -2.751718 -0.040 -0.241 0.148
C -3.845482 2.087854 -3.380313 0.107 -0.041 0.008
C -3.545105 2.938591 -4.433446 -0.003 -0.080 0.020
C -2.232646 3.096382 -4.853885 0.127 -0.071 0.024
C -1.203322 2.410856 -4.223382 0.042 0.085 -0.198
C 2.196291 3.773049 -0.577919 -0.296 -0.147 -0.279
C 2.135650 4.759209 0.398881 -0.146 0.081 0.067
C 3.266655 5.510573 0.662982 -0.136 -0.102 -0.006
C 4.430486 5.275278 -0.055225 0.013 -0.092 -0.052
C 4.475209 4.287253 -1.028709 -0.127 -0.030 0.013
C 3.347929 3.526078 -1.304328 -0.085 -0.164 -0.212
C -0.374136 4.192038 -1.764256 0.236 0.063 0.364
C 0.216724 4.871764 -2.821841 0.141 -0.010 0.065
C -0.528317 5.821136 -3.501024 0.148 -0.090 0.062
C -1.836350 6.079589 -3.117569 -0.026 -0.035 0.115
C -2.406156 5.398827 -2.050215 0.100 -0.019 -0.069
C -1.672381 4.445286 -1.362965 -0.073 -0.155 0.267
C 3.689335 1.792386 1.824445 0.812 0.618 0.213
C 3.568706 2.436882 3.025821 -0.139 0.074 0.203
C 4.742090 2.878029 3.636381 -0.145 -0.115 0.007
C 5.965709 2.667327 3.024781 0.227 0.100 0.130
C 6.043596 2.031779 1.799120 -0.158 -0.119 -0.096
C 4.876615 1.583992 1.177960 0.092 -0.265 -0.277
C -0.453350 2.312680 2.979246 0.186 0.117 0.048
C -0.609576 1.402793 4.016503 0.288 -0.104 -0.013
C -1.438244 1.722491 5.081744 0.092 0.104 -0.061
C -2.088368 2.948292 5.117301 0.090 -0.023 -0.049
C -1.917644 3.854935 4.082155 0.076 -0.007 -0.006
C -1.085859 3.547103 3.018494 0.053 0.051 -0.211
H 0.961573 -1.772642 -1.605297 0.138 0.002 -0.172
H 2.541717 -3.269932 -2.819064 0.029 -0.089 0.047
H 3.121443 -2.786308 -5.170368 0.055 -0.071 -0.061
H 2.132594 -0.841587 -6.313355 -0.007 0.002 -0.082
H 0.593230 0.649800 -5.115981 -0.001 0.107 -0.073
H -3.002732 0.718820 -1.923740 -0.151 0.019 0.002
H -4.867598 1.962886 -3.058745 -0.098 0.009 0.061
H -4.337214 3.478219 -4.929188 -0.064 0.052 -0.072
H -2.011258 3.754706 -5.678726 0.070 0.082 -0.079
H -0.179002 2.555584 -4.529747 0.070 0.071 -0.061
H 1.208045 4.948348 0.918056 -0.067 0.135 0.123
H 3.234659 6.288477 1.409869 -0.017 0.048 0.072
H 5.304816 5.876529 0.135908 0.120 0.059 0.030
H 5.384891 4.124270 -1.583928 0.077 -0.061 -0.085
H 3.344198 2.769041 -2.072954 0.091 -0.110 -0.098
H 1.242306 4.670498 -3.092418 0.141 0.046 -0.112
H -0.081933 6.367174 -4.317917 0.047 0.041 -0.059
H -2.410325 6.826540 -3.642584 -0.060 0.103 -0.057
H -3.414950 5.621385 -1.743012 -0.132 0.005 0.039
H -2.081459 3.913440 -0.518804 -0.152 -0.024 0.082
H 2.615253 2.605166 3.509630 -0.031 0.076 0.112
H 4.682433 3.366411 4.595673 0.026 0.110 0.123
H 6.872130 2.992662 3.513838 0.040 0.061 0.029
H 6.998892 1.857333 1.324266 0.047 0.026 -0.018
H 4.933176 1.068070 0.230537 0.023 -0.054 -0.152
H -0.092058 0.456125 3.990419 -0.030 -0.123 0.006
H -1.572592 1.021490 5.891822 0.037 -0.076 0.044
H -2.710951 3.205230 5.960177 -0.096 -0.007 0.054
H -2.420721 4.808501 4.104871 -0.030 0.107 0.017
H -0.924653 4.255435 2.222635 -0.093 0.150 -0.107
C -4.122127 -1.970160 -0.026771 0.006 0.197 0.503
N -3.773795 -2.631253 -1.260501 0.825 -0.480 0.069
C -4.479389 -2.168309 -2.437486 -0.271 0.131 -0.542
C -2.667663 -3.386477 -1.333052 -0.928 0.031 -0.888
N -1.748068 -3.289541 -0.345573 1.113 0.134 0.612
C -0.945194 -4.347177 -0.033303 -0.761 0.273 -0.282
C -1.324416 -5.688518 -0.258453 0.220 -0.770 0.131
C -0.414007 -6.709592 -0.139769 -0.913 0.346 -0.189
C 0.926743 -6.417100 0.153057 0.537 0.548 0.257
C 1.288007 -5.142797 0.525659 0.035 -0.343 -0.245
C 0.334960 -4.108155 0.574839 0.549 0.322 0.356
N 0.562229 -2.882137 1.143839 -1.020 0.214 -0.677
C 1.466783 -2.678517 2.115254 0.735 0.304 0.724
N 1.976268 -1.431112 2.285947 -0.193 -0.839 -0.251
C 1.819761 -0.405164 1.281056 0.553 0.202 -0.391
C 2.476888 -0.974341 3.571959 0.214 0.094 0.399
N 1.834373 -3.644259 2.982231 -0.230 0.387 -0.489
C 3.183158 -3.766113 3.505336 0.584 -0.052 0.203
C 0.970804 -4.741384 3.357977 -0.325 -0.389 0.231
N -2.486150 -4.166624 -2.421039 -0.088 0.289 0.666
C -1.181296 -4.518702 -2.932978 0.443 -0.059 -0.258
C -3.588052 -4.911698 -3.006075 -0.406 -0.244 -0.261
H -5.187301 -1.743516 -0.032446 0.041 0.010 -0.002
H -3.551096 -1.029218 0.077111 -0.338 -0.263 -0.021
H -3.912896 -2.628437 0.818029 -0.027 0.193 -0.024
H -4.615027 -1.089702 -2.359229 0.021 0.013 0.051
H -5.467984 -2.621528 -2.534800 0.075 -0.031 0.045
H -3.899707 -2.371883 -3.334222 -0.028 0.000 0.025
H -2.343864 -5.913336 -0.530677 -0.090 0.029 -0.066
H -0.718927 -7.731254 -0.309449 -0.037 -0.070 -0.029
H 1.659098 -7.207925 0.131730 0.150 -0.066 0.001
H 2.307491 -4.925259 0.803533 0.091 -0.019 0.067
H 1.883183 -0.865194 0.284189 -0.056 0.286 0.255
H 2.655107 0.359572 1.405510 -0.653 -1.033 -0.210
H -0.167657 0.066049 0.780315 1.199 2.534 0.221
H 2.046309 -1.561291 4.378505 -0.029 0.002 0.015
H 2.186788 0.066334 3.710457 -0.012 -0.028 -0.013
H 3.566307 -1.024353 3.632255 -0.092 0.044 -0.012
H 3.877871 -3.151160 2.939888 -0.024 0.035 0.024
H 3.492367 -4.807306 3.392732 -0.015 0.025 -0.029
H 3.245826 -3.520891 4.567190 -0.030 0.031 -0.062
H -0.058560 -4.538097 3.070241 -0.012 -0.012 0.075
H 1.028286 -4.866805 4.441648 -0.054 0.057 -0.063
H 1.278271 -5.683598 2.895046 0.009 0.113 0.105
H -0.428608 -3.833197 -2.549057 0.022 -0.012 -0.065
H -1.201957 -4.439164 -4.021601 -0.022 0.062 0.050
H -0.902108 -5.544309 -2.678279 -0.057 0.059 -0.061
H -4.516722 -4.720815 -2.477176 0.027 -0.001 -0.005
H -3.370650 -5.979608 -2.929666 0.066 -0.004 0.015
H -3.717768 -4.679219 -4.062328 -0.001 0.075 -0.013
I -5.230789 1.431649 3.820171 0.403 -0.599 -0.122
C -3.845526 -0.092358 3.425903 -0.349 0.361 0.050
C -3.732779 -1.334805 4.026967 -0.115 0.577 -0.274
N -2.703032 -1.956654 3.429492 0.020 -0.397 0.099
N -2.135177 -1.198932 2.483372 0.428 0.149 -0.659
C -2.821488 -0.058005 2.467350 -0.439 -0.208 0.546
H -4.314892 -1.786800 4.806461 -0.028 -0.135 0.164
H -2.354894 -2.882593 3.635841 -0.027 0.182 -0.077
H -2.572462 0.755365 1.803708 0.051 -0.037 -0.078
```
Positions in Å, forces in eV/Å.

Maximum force = 0.0547 Eh/bohr
E_tot = -119947.409 eV
Total charge = +4
Multiplicity = 5
Lowest unoccupied orbital energy (alpha / beta) = -8.753 / -11.951 eV
Kohn-Sham gap (alpha / beta) = 8.21 / 5.06 eV